(1)
Formula: C19H44NO17P4
Source: OMol25
Level of theory: the ωB97M-V functional and the def2-TZVPD basis

```
85
Properties=species:S:1:pos:R:3:forces:R:3:lowdin_charge:R:1
O 0.0267 -1.9362 -0.2179 -0.1 -0.4 0.2 0.0757
C -0.6125 -2.7624 -0.8107 0.0 0.6 -0.2 -0.1847
C -0.9665 -4.1396 -0.2582 -0.1 0.2 -0.2 -0.0355
N -1.0174 -4.1022 1.2039 -0.3 -0.4 -0.2 -0.0398
C 0.0967 -3.8541 1.9058 0.6 0.1 -0.3 -0.0033
C 0.0899 -3.7747 3.2748 -0.4 0.1 -0.2 0.0095
C -1.1240 -3.9527 3.9268 0.4 0.0 0.4 0.0145
C -2.2629 -4.2375 3.1913 -0.2 0.0 0.0 0.0073
C -2.1891 -4.3123 1.8249 -0.2 0.1 0.4 0.0115
H -1.0297 -2.5056 -1.7936 -0.1 -0.4 -0.1 0.1156
H -0.2782 -4.9151 -0.5989 0.2 0.2 0.0 0.1566
H -1.9356 -4.4153 -0.6702 -0.1 0.0 0.3 0.1389
H 0.9983 -3.7164 1.3290 0.0 0.0 0.0 0.1524
H 1.0157 -3.5460 3.7789 0.0 0.0 0.2 0.1373
H -1.1580 -3.8879 5.0060 -0.1 0.1 0.0 0.1358
H -3.2251 -4.4071 3.6500 0.0 0.0 0.2 0.1318
H -3.0669 -4.5356 1.2385 0.1 0.0 -0.3 0.1502
C 0.3599 -1.6543 -8.4070 0.5 -0.3 -0.3 -0.0905
O 0.1032 -0.7885 -7.2961 0.6 1.6 1.6 -0.2399
P -0.7231 -1.2512 -6.0011 -4.0 -3.5 -1.8 0.4750
O -0.6238 -2.7309 -5.9546 0.7 0.3 0.2 -0.2585
O -2.1363 -0.6568 -6.4472 -0.2 0.2 0.5 -0.2325
C -2.7265 -0.9491 -7.7044 0.1 0.1 -0.2 -0.0910
O -1.0695 -0.8362 -4.4654 2.3 1.7 -0.5 -0.2053
C -0.0192 -1.0042 -3.5041 0.0 0.0 0.0 -0.1119
H 1.4316 -1.6686 -8.5951 0.0 0.0 0.1 0.0903
H 0.0068 -2.6680 -8.2450 0.0 0.0 0.3 0.0838
H -0.1372 -1.2240 -9.2755 0.0 0.1 0.1 0.0895
H -2.6754 -2.0150 -7.9309 0.1 0.0 0.0 0.0950
H -2.2537 -0.3634 -8.4931 0.1 -0.1 0.0 0.0848
H -3.7713 -0.6552 -7.6470 0.0 0.0 0.1 0.0925
H 0.9023 -0.5340 -3.8454 0.1 0.0 0.2 0.0949
H 0.1538 -2.0658 -3.3288 0.2 0.0 -0.2 0.0727
H -0.3335 -0.5278 -2.5770 -0.1 0.1 -0.1 0.0669
C 2.9064 0.2073 -0.5030 -0.4 -0.5 0.2 -0.1151
O 3.3769 0.8926 -1.6576 -0.1 0.7 -2.2 -0.2514
P 4.9268 0.8061 -2.1323 3.4 -0.2 4.4 0.4784
O 5.4464 -0.4499 -1.5415 -0.6 -0.2 -0.4 -0.2548
O 5.4071 2.1620 -1.4330 0.3 0.2 -0.4 -0.2295
C 5.1761 2.4427 -0.0644 -0.2 0.0 0.1 -0.0975
O 5.9127 1.1236 -3.3711 -2.7 0.0 -1.2 -0.2040
C 5.8302 0.2572 -4.5222 0.2 -0.2 -0.1 -0.0885
H 2.0491 -0.4039 -0.7866 0.0 0.0 0.0 0.0591
H 3.6600 -0.4230 -0.0387 0.2 0.0 -0.2 0.0832
H 2.5664 0.9563 0.2145 0.1 0.1 -0.1 0.0865
H 5.4230 1.5869 0.5664 0.0 0.0 0.0 0.0939
H 4.1419 2.7537 0.0933 0.0 -0.1 0.0 0.0815
H 5.8222 3.2728 0.2096 0.1 0.0 -0.1 0.0934
H 4.8023 0.1507 -4.8669 0.0 0.0 0.0 0.0809
H 6.2447 -0.7204 -4.2796 0.0 0.0 0.1 0.0886
H 6.4202 0.7137 -5.3114 0.0 0.1 0.1 0.0901
C -2.5226 1.3975 7.5675 -0.6 -0.1 0.1 -0.0884
O -1.6488 1.7261 6.4820 0.4 0.9 -2.2 -0.2442
P -0.5502 0.7110 5.9024 2.0 -3.0 4.3 0.4689
O -1.0150 -0.6532 6.2734 -0.5 0.3 -0.6 -0.2717
O 0.6941 1.2743 6.7252 0.4 0.0 -0.4 -0.2289
C 0.6738 1.4336 8.1361 -0.1 0.2 0.1 -0.0880
O 0.4323 0.4546 4.6368 -1.9 2.1 -1.0 -0.2028
C -0.2068 0.0360 3.4235 0.1 -0.3 -0.1 -0.0939
H -3.5494 1.5726 7.2518 0.0 0.0 -0.1 0.0900
H -2.4160 0.3702 7.9018 0.1 -0.1 -0.2 0.0830
H -2.2930 2.0779 8.3864 0.1 0.0 -0.1 0.0908
H 0.2625 0.5530 8.6312 -0.1 0.0 0.0 0.0948
H 0.1145 2.3282 8.4107 -0.1 0.0 0.0 0.0855
H 1.7023 1.5667 8.4609 0.0 0.0 -0.1 0.0938
H -1.0345 0.6915 3.1534 0.0 0.0 -0.1 0.0769
H -0.5675 -0.9858 3.5508 -0.1 0.0 0.0 0.0621
H 0.5343 0.0622 2.6279 0.1 0.1 0.1 0.0873
C -1.0166 1.8348 -0.8766 0.2 -0.6 -0.2 -0.1160
O -1.1011 2.6893 0.2595 0.5 0.6 2.2 -0.2500
P -2.4987 3.3578 0.7356 -3.1 1.3 -4.4 0.4747
O -3.5601 2.4763 0.1923 0.4 -0.5 0.5 -0.2552
O -2.2967 4.7578 -0.0063 -0.1 0.3 0.3 -0.2283
C -1.9842 4.8585 -1.3854 0.2 -0.1 -0.1 -0.0933
O -3.1990 4.1407 1.9658 2.4 -1.2 1.2 -0.2012
C -3.5126 3.3750 3.1451 -0.3 0.0 0.0 -0.0889
H -0.5489 0.8965 -0.5716 0.0 0.0 0.0 0.0633
H -1.9798 1.6271 -1.3355 -0.1 0.1 0.2 0.0853
H -0.3661 2.3168 -1.6076 0.0 0.1 0.1 0.0918
H -2.6154 4.2025 -1.9871 0.0 -0.1 0.0 0.0950
H -0.9284 4.6417 -1.5548 0.0 -0.1 0.0 0.0828
H -2.1685 5.8870 -1.6845 -0.1 0.0 0.1 0.0939
H -2.6485 2.8085 3.4936 0.0 0.0 0.1 0.0643
H -4.3422 2.6994 2.9386 0.0 0.0 -0.1 0.0897
H -3.8050 4.0790 3.9188 0.0 0.1 -0.1 0.0924
```
Forces are in eV/Å.

Total charge: +1
Total energy in eV: -93865.136
LUMO energy in eV: -4.3
Kohn-Sham gap in eV: 7.6
HOMO energy in eV: -11.93

---

(2)
Formula: C3H4N2O
Source: OMol25
Level of theory: the ωB97M-V functional and the def2-TZVPD basis

```
10
Properties=species:S:1:pos:R:3:forces:R:3:lowdin_spin:R:1
C -0.1988 -0.0302 -0.6285 2.2 5.5 2.2 0.1081
C 0.4051 1.7759 0.9108 -2.6 -1.9 -0.3 0.0973
C -0.2051 -1.3689 -0.7613 -1.0 -2.0 -2.8 0.3389
N 0.1053 0.4690 0.6135 2.4 -7.0 -5.1 0.4598
N -0.7186 1.8661 1.4296 -1.8 6.6 3.4 0.8215
O -0.1451 -2.3250 0.1808 0.2 1.5 -0.9 0.1342
H -0.2578 0.7373 -1.5512 0.1 -2.2 1.9 -0.0034
H 1.3407 2.2241 0.6845 0.5 1.0 0.0 0.0249
H -0.0227 -1.7465 0.9414 0.1 -0.2 1.3 0.0004
H -0.3030 -1.6018 -1.8195 -0.2 -1.3 0.4 0.0182
```
Forces are in eV/Å.

Total charge: 0
Total energy in eV: -8196.874
LUMO energy (spin up / spin down) in eV: 0.9 / -1.9
2S+1: 3
ΔE to the lowest compared entry with this formula, charge and spin in eV: 1.646
Kohn-Sham gap (spin up / spin down) in eV: 7.8 / 7.3
<S²>: 2.04
HOMO energy (spin up / spin down) in eV: -6.92 / -9.16

---

(3)
Formula: C2H12NO3
Source: OMol25
Level of theory: the ωB97M-V functional and the def2-TZVPD basis

```
18
Properties=species:S:1:pos:R:3:forces:R:3:lowdin_charge:R:1
C 0.2498 -1.1796 1.6655 -2.7 -0.4 1.9 -0.2681
O 1.4509 -1.8889 1.4026 -1.6 -1.7 -1.1 -0.0708
C -0.0662 -0.0140 0.6748 3.8 -0.6 -1.0 -0.0801
N -0.1173 -0.5409 -0.7863 -0.9 -1.4 0.7 0.1633
H 0.1426 -0.8731 2.8147 0.7 0.0 -2.6 0.1723
H -0.6110 -1.8940 1.5961 0.5 0.4 0.0 0.1194
H 1.1172 -2.8213 1.1302 1.4 2.3 0.8 0.1487
H -0.9479 0.5879 0.7267 -0.3 0.3 0.9 0.0920
H 0.9486 0.5272 0.6149 -2.0 0.1 0.3 0.1450
H 0.8307 -0.6192 -1.1411 0.4 0.6 -0.4 0.1038
H -0.7361 -0.0238 -1.4199 0.4 0.5 0.3 0.1571
H -0.4859 -1.4894 -0.8466 -0.2 -0.2 0.4 0.1596
H 2.8837 1.1727 -1.5866 -1.9 -0.6 -0.2 0.1169
H 1.3411 1.4808 -1.9787 1.2 -0.4 0.3 0.0846
O 1.9539 0.7888 -1.6334 1.0 1.2 -0.2 -0.0829
H -3.3013 2.1214 -0.8195 0.7 0.1 -0.2 0.0695
H -2.3125 2.4378 0.2533 0.2 0.5 1.0 0.0213
O -2.3401 2.2277 -0.6669 -0.8 -0.7 -0.9 -0.0517
```
Forces are in eV/Å.

Total charge: +1
Total energy in eV: -9893.914
LUMO energy in eV: -3.3
ΔE to the lowest compared entry with this formula, charge and spin in eV: 1.530
Kohn-Sham gap in eV: 11.6
HOMO energy in eV: -14.92

---

(4)
Formula: C21H46IrN3OS2Sb
Source: OMol25
Level of theory: the ωB97M-V functional and the def2-TZVPD basis

```
75
Properties=species:S:1:pos:R:3:forces:R:3:lowdin_charge:R:1
Ir -0.5739 -0.0584 0.0009 1.3 2.7 0.0 0.5927
N -2.0558 1.1699 1.5599 0.4 -0.6 -0.4 -0.0649
C -3.0229 0.2771 2.1973 0.0 -0.3 0.3 -0.2390
C -2.3613 -1.0611 2.5294 -0.2 0.4 0.2 -0.2445
N -1.8499 -1.6714 1.3043 0.9 0.1 -0.6 -0.0467
H -1.4414 1.5871 2.2574 -0.1 -0.1 -0.2 0.0607
H -2.5260 1.9322 1.0806 0.2 -0.1 -0.1 0.0701
H -3.8453 0.1024 1.4984 0.0 0.1 0.0 0.1158
H -3.4381 0.7085 3.1153 0.0 -0.1 -0.1 0.1248
H -3.0904 -1.7011 3.0429 0.2 0.0 -0.1 0.1298
H -1.5119 -0.8914 3.1975 -0.1 -0.1 0.0 0.0803
H -2.6265 -1.9741 0.7208 0.3 0.0 -0.2 0.0902
H -1.2973 -2.4990 1.5161 -0.1 0.1 -0.1 0.0921
C 1.7533 0.9205 -4.1395 0.1 0.0 0.1 -0.1292
C 0.9927 1.0379 -2.8533 -1.3 2.3 0.3 -0.8122
S 1.1530 -0.3300 -1.8215 -1.3 -1.1 2.2 0.5947
C 0.2581 2.1540 -2.5334 1.4 -1.7 -1.0 -0.8211
C 0.1242 3.3405 -3.4424 0.0 0.0 0.1 -0.1158
S -0.5910 2.2899 -1.0452 -0.3 -2.3 1.7 0.5995
H 2.3949 0.0441 -4.0946 0.1 -0.1 -0.2 0.0569
H 2.3761 1.7994 -4.3111 0.0 -0.1 0.0 0.0814
H 1.0690 0.8147 -4.9806 0.0 -0.1 -0.1 0.0821
H 0.8934 3.3476 -4.2099 0.0 0.1 0.0 0.0700
H 0.1864 4.2600 -2.8634 0.1 0.2 0.0 0.0706
H -0.8475 3.3405 -3.9377 -0.1 0.0 -0.1 0.0778
O -1.7616 -1.5636 -1.5251 0.5 0.4 0.1 -0.0703
C -2.8009 -1.4609 -2.1626 -1.1 0.0 0.0 -0.4833
C -3.7169 -0.2759 -2.0705 0.3 0.1 0.0 -0.0944
C -3.2036 0.6571 -3.1929 -0.1 0.1 -0.2 -0.1691
C -2.9941 0.0082 -4.5752 0.2 0.0 0.0 -0.1710
C -1.8284 -0.9948 -4.6959 -0.1 -0.1 0.0 -0.1620
C -2.1862 -2.4252 -4.2491 0.5 0.2 -0.2 -0.1551
N -3.1381 -2.3506 -3.1455 -0.3 -0.2 0.3 0.0623
H -3.6224 0.2294 -1.1080 0.0 0.0 0.0 0.0941
H -4.7559 -0.5493 -2.2518 0.0 -0.1 0.0 0.1246
H -2.2665 1.1043 -2.8542 0.0 0.0 0.0 0.0604
H -3.9355 1.4607 -3.3078 0.1 0.0 0.1 0.1208
H -2.7912 0.8195 -5.2767 -0.1 0.0 0.0 0.1137
H -3.9241 -0.4640 -4.9005 -0.1 0.0 -0.2 0.1138
H -0.9962 -0.6337 -4.0865 0.1 0.0 0.0 0.0870
H -1.4918 -1.0361 -5.7326 0.1 0.1 0.0 0.1150
H -1.2903 -2.9492 -3.9158 -0.1 -0.1 -0.1 0.1206
H -2.6613 -2.9890 -5.0535 0.1 0.0 0.1 0.1247
H -4.0874 -2.2394 -3.4814 0.2 0.2 0.1 0.1299
C 4.3659 0.9798 2.5557 -0.2 -0.3 0.1 -0.1352
C 3.4336 0.7209 1.3854 -0.5 0.0 -0.1 -0.5199
C 3.2241 1.9731 0.5507 -0.2 -0.1 -0.2 -0.1544
Sb 1.4458 -0.0409 1.9989 0.3 -0.4 -0.8 1.5246
C 1.8597 -2.1866 2.3115 -0.4 0.5 -0.2 -0.5605
C 3.0999 -2.4412 3.1459 -0.1 0.2 0.1 -0.1320
C 1.9369 -2.8471 0.9473 -0.2 0.1 -0.1 -0.1676
C 1.4536 0.6669 4.1020 -0.5 0.1 -0.6 -0.5374
C 1.1213 2.1480 4.1422 0.1 0.0 -0.1 -0.1401
C 0.5427 -0.1396 5.0023 0.1 -0.1 -0.1 -0.1413
H 5.3514 1.2526 2.1797 0.1 0.0 -0.1 0.0907
H 4.4832 0.0991 3.1842 0.1 0.0 0.1 0.0576
H 4.0079 1.8038 3.1698 0.0 0.1 0.1 0.0710
H 3.8478 -0.0698 0.7531 -0.2 -0.1 0.0 0.0882
H 2.7957 2.7752 1.1499 0.0 0.1 0.0 0.0713
H 2.5529 1.7729 -0.2832 0.0 0.1 -0.1 0.0265
H 4.1730 2.3231 0.1492 0.1 0.1 0.0 0.0877
H 0.9855 -2.5661 2.8495 -0.1 0.0 0.0 0.0716
H 3.9939 -2.0925 2.6343 0.1 0.0 0.0 0.0730
H 3.2136 -3.5106 3.3212 0.0 -0.1 0.0 0.0881
H 3.0332 -1.9511 4.1161 0.1 0.0 0.1 0.0664
H 2.8313 -2.5262 0.4172 0.1 0.0 -0.1 0.0767
H 1.0722 -2.5856 0.3316 0.1 -0.1 -0.1 0.0239
H 1.9747 -3.9303 1.0465 0.0 -0.1 0.0 0.0857
H 2.4834 0.5228 4.4268 0.1 -0.1 -0.3 0.0765
H 0.0723 2.3206 3.8882 0.0 0.1 0.0 0.0642
H 1.7397 2.7122 3.4424 -0.1 0.1 0.1 0.0620
H 1.2922 2.5439 5.1450 0.0 0.1 0.0 0.0911
H -0.5071 0.0723 4.8028 -0.1 0.0 0.0 0.0597
H 0.7358 0.1169 6.0440 0.0 0.0 0.1 0.0917
H 0.7172 -1.2066 4.8846 -0.1 -0.2 0.1 0.0625
```
Forces are in eV/Å.

Total charge: +1
Total energy in eV: -60082.249
LUMO energy (spin up / spin down) in eV: -3.7 / -3.7
ΔE to the lowest compared entry with this formula, charge and spin in eV: 1.371
Kohn-Sham gap (spin up / spin down) in eV: 5.4 / 5.4
HOMO energy (spin up / spin down) in eV: -9.06 / -9.06